1.
Here is a 2-piece molecular cluster, C15H24FN5O3PS overall from OMol25. Energies are from the ωB97M-V functional and the def2-TZVPD basis.

The geometry in XYZ format:
```
50
C15H24FN5O3PS, DFT the ωB97M-V functional and the def2-TZVPD basis
C -1.972 1.578 -0.975
C -1.021 1.292 -2.137
C 0.464 1.358 -1.784
F 1.226 0.746 -2.765
C 0.862 0.858 -0.409
C 1.551 1.696 0.450
N 1.888 3.032 0.120
C 2.834 3.069 -0.683
S 3.908 3.069 -1.775
C 1.889 1.165 1.677
N 1.586 -0.038 2.087
C 2.000 -0.478 3.426
C 1.143 0.200 4.528
O 1.652 1.135 5.116
N -0.125 -0.271 4.830
C -0.984 -0.448 3.634
C -0.824 0.640 5.754
N 0.941 -0.888 1.307
C 0.621 -0.443 0.116
P -0.270 -1.674 -0.973
C 0.927 -2.388 -2.164
C -0.696 -3.088 0.131
H -1.733 1.035 -0.062
H -2.069 2.652 -0.821
H -2.960 1.236 -1.279
H -1.218 0.302 -2.544
H -1.173 1.992 -2.959
H 0.749 2.409 -1.812
H 2.449 1.789 2.364
H 3.039 -0.235 3.607
H 1.836 -1.553 3.471
H -0.797 0.309 2.868
H -2.021 -0.348 3.934
H -0.861 -1.435 3.191
H -1.106 1.558 5.231
H -0.262 0.844 6.655
H -1.756 0.164 6.053
H 1.462 -1.646 -2.749
H 1.637 -3.088 -1.718
H 0.325 -2.965 -2.866
H 0.104 -3.239 0.860
H -1.612 -2.898 0.680
H -0.727 -3.989 -0.478
C -1.008 -0.390 -6.230
N -2.264 -0.480 -5.436
O -3.307 -0.274 -6.004
O -2.149 -0.759 -4.256
H -1.266 -0.137 -7.252
H -0.392 0.383 -5.779
H -0.519 -1.358 -6.179
```

## Properties
Charge: +1
LUMO level, Eh: -0.172
Molecular weight, g mol⁻¹: 404.4
Total energy, hartree: -1924.47467
Max |F|, eV/Å: 2.4


2.
Here is a 2-piece molecular cluster, C15H24FN5O5P overall from OMol25. Energies are from the ωB97M-V functional and the def2-TZVPD basis.

The geometry in XYZ format:
```
51
C15H24FN5O5P, DFT the ωB97M-V functional and the def2-TZVPD basis
C 2.179 3.586 1.562
C 1.695 2.795 0.325
C 0.286 2.217 0.517
C 0.286 0.666 0.599
C -1.022 0.125 0.155
N -2.155 0.737 0.443
C -3.140 0.032 -0.150
N -4.413 0.387 -0.093
C -5.450 -0.421 -0.729
N -5.929 0.168 -1.987
C -4.826 1.605 0.619
C -4.715 2.874 -0.180
F -3.432 3.084 -0.629
N -2.611 -1.041 -0.776
N -1.249 -0.997 -0.591
P -0.173 -2.167 -1.269
O -0.014 -2.034 -2.695
O 1.140 -2.024 -0.421
O -0.866 -3.534 -0.860
H 1.937 4.633 1.452
H 1.699 3.214 2.460
H 3.253 3.498 1.656
H 1.624 3.508 -0.487
H 2.416 2.037 0.048
H -0.202 2.619 1.394
H -0.344 2.494 -0.319
H 0.449 0.378 1.633
H 1.100 0.296 -0.004
H -5.075 -1.419 -0.935
H -6.268 -0.517 -0.025
H -5.396 0.997 -2.208
H -5.778 -0.465 -2.760
H -4.281 1.661 1.553
H -5.872 1.472 0.869
H -4.989 3.699 0.472
H -5.379 2.893 -1.039
H -3.078 -1.750 -1.313
H 0.960 -2.141 0.523
H -1.164 -3.547 0.058
C 4.384 -2.782 -0.081
C 5.305 -2.939 -1.027
C 6.736 -2.639 -0.755
O 7.578 -2.778 -1.611
C 7.088 -2.158 0.608
C 6.160 -1.998 1.548
C 4.736 -2.299 1.272
O 3.874 -2.148 2.117
H 3.338 -2.995 -0.245
H 5.067 -3.288 -2.024
H 8.135 -1.946 0.784
H 6.394 -1.646 2.544
```

## Properties
Charge: +1
LUMO level, Eh: -0.123
Molecular weight, g mol⁻¹: 404.4
Total energy, hartree: -1676.99956
Max |F|, eV/Å: 1.4


Number 1 is which compound? C15H24FN5O3PS